No. 1
119
Properties=species:S:1:pos:R:3 method="wB97M-V/def2-TZVPD" energy_ha=-2817.56928 mol_weight_g_mol=771.64 orbital_gap_ev=9.4813 homo_ev=-7.379 multiplicity=1 charge=-1 relative_energy_kj_mol=0.00
O 0.4070 2.3018 2.9221
C 0.4158 1.9059 1.7995
O -0.5848 1.3577 1.1183
B -0.0996 0.8641 -0.1667
O 1.3379 1.2221 -0.2093
C 1.6699 1.8550 0.8935
O 2.7369 2.3312 1.1616
O -0.8594 1.4359 -1.2877
C -1.2751 0.4740 -2.1015
O -1.7728 0.5738 -3.1759
C -0.8991 -0.8863 -1.4170
O -0.2736 -0.5871 -0.3027
O -1.1292 -1.9934 -1.8177
C -3.2252 3.7650 0.5690
O -3.2015 4.9033 1.4469
H -4.2754 3.4628 0.5604
H -2.9065 3.9995 -0.4491
H -2.5678 3.0357 1.0220
H -3.5244 5.6781 0.9815
C -2.9488 -3.0152 -4.3631
O -4.2451 -3.1814 -4.9630
H -3.0141 -2.4814 -3.4157
H -2.4418 -3.9637 -4.1874
H -2.2790 -2.4598 -5.0239
H -4.4195 -2.3007 -5.3123
C 2.8602 2.9118 -2.7427
O 3.0302 4.3304 -2.7749
H 3.2009 2.5394 -3.7030
H 3.4049 2.4564 -1.9080
H 1.8089 2.6704 -2.5506
H 2.7086 4.6786 -1.9329
C 1.8879 5.3668 0.8529
O 1.4375 5.4058 -0.4855
H 2.8234 4.8237 0.9287
H 2.1072 6.3475 1.3050
H 1.1306 4.9757 1.5407
H 0.6409 5.9396 -0.5343
C 1.7907 3.6268 5.4774
O 0.9169 4.6197 6.0024
H 2.5130 3.3330 6.2486
H 1.2034 2.7449 5.2459
H 2.3204 3.9817 4.5951
H 1.2586 5.4996 5.8399
C -0.8673 4.1889 -3.4547
O -1.6895 4.5036 -4.5549
H -1.3621 4.4434 -2.5101
H -0.5669 3.1376 -3.3682
H 0.1051 4.6856 -3.4767
H -2.5548 4.1203 -4.3954
C 5.7886 2.2104 2.9518
O 4.7796 3.1893 2.8796
H 6.5005 2.4550 3.7412
H 5.3745 1.2165 3.1574
H 6.3803 2.1438 2.0277
H 4.1019 2.8560 2.2727
C 1.8438 -0.5917 -3.9705
O 0.6502 -0.7504 -4.1443
N 2.4378 -1.1728 -2.8782
N 2.6565 0.2131 -4.7359
H 3.4307 -1.1221 -2.7545
H 1.8194 -1.5402 -2.1800
H 3.6540 0.1736 -4.6710
H 2.1785 0.6446 -5.5058
C -3.8284 0.8360 3.4315
O -3.9621 1.9852 3.8098
N -3.2678 0.4685 2.2282
N -4.1320 -0.2780 4.1831
H -3.1497 -0.5040 2.0119
H -2.7597 1.1671 1.7217
H -3.6752 -1.1481 3.9443
H -4.5310 -0.1288 5.0895
C 4.0626 -1.3368 1.6076
C 3.8900 -1.1273 0.1165
C 5.0544 -0.3931 -0.5296
O 3.8889 -2.4506 -0.4715
H 3.3510 -2.0952 1.9287
H 3.8895 -0.4304 2.1976
H 5.0883 -1.6255 1.8430
H 2.9592 -0.6473 -0.1934
H 5.4601 0.4057 0.0918
H 4.7772 0.0536 -1.4907
H 5.8388 -1.0961 -0.8197
H 2.9648 -2.7216 -0.6204
C -4.9134 -3.1759 -0.7720
C -5.5871 -1.9634 -1.4107
C -4.6477 -0.7691 -1.4696
O -5.9882 -2.2879 -2.7500
H -5.5910 -3.9699 -0.4668
H -4.3758 -2.8108 0.1108
H -4.1683 -3.5600 -1.4712
H -6.5313 -1.6917 -0.9377
H -3.6841 -1.0445 -1.9031
H -4.4341 -0.3361 -0.4860
H -5.0939 0.0135 -2.0820
H -5.2708 -2.6973 -3.2562
C 0.2604 -5.0887 -1.3736
C 0.8750 -4.3780 -0.1738
C 2.0978 -5.0097 0.4459
O 1.0926 -2.9879 -0.4950
H -0.7029 -4.6278 -1.5938
H 0.2096 -6.1588 -1.1842
H 0.8806 -4.8688 -2.2467
H 0.1485 -4.3400 0.6536
H 2.9866 -5.0196 -0.1903
H 1.8439 -6.0592 0.6165
H 2.3690 -4.5338 1.3860
H 0.2556 -2.6564 -0.8632
C -0.5418 -2.0821 2.7989
C -1.6750 -2.9674 2.3007
C -1.3267 -4.4283 2.5487
O -2.8008 -2.6242 3.1357
H -0.7371 -1.0278 2.6076
H 0.4096 -2.3721 2.3482
H -0.4093 -2.2648 3.8664
H -1.9364 -2.8023 1.2531
H -0.3841 -4.7394 2.0948
H -2.0622 -5.0650 2.0320
H -1.3710 -4.7511 3.5881
H -3.4446 -3.3401 3.1421



No. 2
110
Properties=species:S:1:pos:R:3 method="wB97M-V/def2-TZVPD" energy_ha=-2148.96489 mol_weight_g_mol=628.85 orbital_gap_ev="7.2367 / 1.8918" homo_ev="-9.806 / -9.806" multiplicity=2 charge=+1
C -0.9719 5.2016 0.2024
O -0.4047 4.2920 0.7569
N -0.6113 6.4830 0.2805
N -2.0740 5.1213 -0.4865
H 0.2334 6.6332 0.8134
H -1.3181 7.1363 -0.0258
H -2.2687 5.9201 -1.0731
H -2.4933 4.2449 -0.7625
C -2.4085 -0.5644 -2.3779
O -3.5748 -0.4174 -1.6253
C -4.6569 -0.6489 -2.4532
C -5.9100 -0.2201 -1.5616
N -6.2400 -1.2252 -0.6379
C -7.4052 -0.7539 0.1704
C -7.7879 -1.8697 1.1254
O -8.2346 -2.9799 0.3242
C -8.2654 -4.2008 1.1056
H -1.5554 -0.1007 -1.8827
H -2.4972 -0.1039 -3.3618
H -2.1651 -1.6184 -2.5123
H -4.7090 -1.7022 -2.7288
H -4.6506 -0.0950 -3.3920
H -6.6487 0.1618 -2.2663
H -5.6808 0.6818 -0.9940
H -6.4542 -2.0354 -1.2017
H -8.2970 -0.4058 -0.3509
H -7.1951 0.1971 0.6598
H -8.5913 -1.5317 1.7799
H -6.9180 -2.1409 1.7235
H -7.2916 -4.4309 1.5378
H -8.7141 -5.0465 0.5845
H -8.9835 -4.0993 1.9193
C -1.5244 -0.6446 2.0787
O -2.0394 -1.6082 1.1241
C -3.1924 -2.3315 1.6121
C -3.7475 -3.2645 0.5116
N -2.8225 -4.3459 0.4516
C -3.2095 -5.2537 -0.6606
C -1.9945 -6.2267 -0.9189
O -0.7824 -5.5310 -1.1182
C 0.2898 -6.3644 -1.1161
H -0.7994 0.0497 1.6539
H -1.0426 -1.2119 2.8750
H -2.3200 0.0266 2.4022
H -3.9547 -1.5574 1.7003
H -3.1896 -2.9174 2.5312
H -3.7470 -2.7444 -0.4463
H -4.7743 -3.5774 0.7009
H -1.9496 -3.9060 0.1974
H -3.4148 -4.7461 -1.6031
H -4.1793 -5.7432 -0.5723
H -2.2289 -6.7229 -1.8608
H -1.9527 -6.9137 -0.0737
H 1.2160 -5.7981 -1.0177
H 0.2798 -6.9489 -2.0361
H 0.2488 -7.0523 -0.2717
C 1.6083 1.9789 -4.8696
O 2.2780 1.2611 -3.8300
C 2.4615 2.0932 -2.6881
C 3.2335 1.2609 -1.6201
N 2.2949 0.4329 -0.9072
C 2.8050 -0.6183 -0.0683
C 1.7016 -1.1386 0.9204
O 2.2331 -2.1351 1.7023
C 1.4520 -2.6838 2.7234
H 1.3883 1.2210 -5.6215
H 2.2430 2.7421 -5.3200
H 0.6484 2.4202 -4.6015
H 1.4967 2.4645 -2.3426
H 3.0303 2.9427 -3.0662
H 3.7349 1.9961 -0.9906
H 3.9971 0.7661 -2.2202
H 1.8247 -0.0421 -1.6644
H 3.6751 -0.2503 0.4755
H 3.2431 -1.4274 -0.6526
H 0.7830 -1.4826 0.4450
H 1.3964 -0.2571 1.4842
H 2.1006 -3.3974 3.2315
H 0.5725 -3.2119 2.3551
H 1.1034 -1.9222 3.4210
C 9.8930 1.9281 2.9125
O 9.4688 2.2675 1.6230
C 8.9268 3.6212 1.5171
C 7.9555 3.6206 0.2511
N 7.0111 2.5516 0.2074
C 5.9460 2.5782 1.2237
C 5.0300 3.8795 1.1494
O 3.9357 3.7662 2.0655
C 2.9097 2.9276 1.5831
H 10.7337 2.5403 3.2389
H 10.2401 0.8968 2.9754
H 9.1530 1.9631 3.7120
H 9.7516 4.2927 1.2786
H 8.4211 3.9584 2.4219
H 8.6235 3.5701 -0.6088
H 7.3631 4.5352 0.2237
H 7.4446 1.6412 0.2647
H 6.3077 2.4314 2.2414
H 5.3641 1.6571 1.2563
H 4.7287 4.0553 0.1167
H 5.6687 4.7264 1.4005
H 2.2558 3.4683 0.8989
H 2.3472 2.8517 2.5137
H 3.0733 1.8603 1.4342
O -0.2320 1.7517 -0.0998
H 0.5628 1.3871 -0.4890
H 0.0470 2.5850 0.2796
O -3.1165 2.0136 -0.5241
H -3.2827 1.0882 -0.7035
H -2.2621 2.0247 -0.0926



No. 3
123
Properties=species:S:1:pos:R:3 method="wB97M-V/def2-TZVPD" energy_ha=-5510.11506 mol_weight_g_mol=961.26 orbital_gap_ev=8.0046 homo_ev=-8.239 multiplicity=1 relative_energy_kj_mol=2493.93
C -2.2377 -3.6008 -1.1480
C -2.7197 -2.7315 0.0313
O -2.9764 -1.4605 -0.4226
H -1.2155 -3.3201 -1.4020
H -2.8245 -3.5284 -2.0637
H -2.2126 -4.6440 -0.8332
H -2.0100 -2.7459 0.8585
H -3.6300 -3.2279 0.3675
H -3.8333 -1.3936 -0.8502
C 1.1023 -0.3729 0.4896
C -0.4124 -0.6222 0.6141
O -1.1327 -0.0231 -0.4474
H 1.7579 -0.5783 1.3359
H 1.1210 0.7029 0.3150
H 1.5681 -0.9722 -0.2926
H -0.8636 -0.1466 1.4850
H -0.6026 -1.6893 0.7290
H -1.9956 -0.4411 -0.3979
O -4.6012 2.1620 -0.9052
S -4.1907 1.8980 0.4779
O -3.1369 2.6681 1.1221
O -5.5331 1.7786 1.4200
C -6.8242 1.7977 0.8486
C -7.3606 0.4955 0.3100
C -3.8160 0.1011 0.5042
H -6.8514 2.5246 0.0369
H -7.6122 2.2248 1.4688
H -7.6345 -0.1947 1.1080
H -6.7602 0.0634 -0.4905
H -8.2369 0.7653 -0.2794
H -4.5574 -0.3176 -0.1764
H -4.0371 -0.2508 1.5118
H -2.7787 -0.0577 0.2094
O -1.2897 -6.5060 0.8757
S -0.1137 -6.2031 0.0148
O -0.2989 -5.9539 -1.4241
O 0.7688 -4.9246 0.7191
C 1.7569 -4.3402 -0.1183
C 1.2723 -2.9666 -0.5971
C 1.0870 -7.5927 0.1348
H 2.1367 -5.0858 -0.8169
H 2.6111 -4.1713 0.5374
H 2.0606 -2.4797 -1.1713
H 1.0669 -2.3285 0.2625
H 0.4615 -3.0707 -1.3180
H 0.6412 -8.3514 -0.5084
H 1.1388 -7.8359 1.1960
H 2.0423 -7.2422 -0.2559
O 2.0739 2.9005 -3.9018
S 1.4509 1.6264 -4.2855
O 2.2011 0.4717 -4.8147
O 0.5147 1.1817 -2.9915
C 0.3336 -0.1780 -2.7823
C 1.4751 -0.9824 -2.2225
C -0.0302 1.9505 -5.3312
H -0.0386 -0.6638 -3.6842
H -0.5497 -0.1895 -2.1437
H 1.2093 -2.0164 -2.0026
H 1.8994 -0.4385 -1.3786
H 2.2169 -1.0974 -3.0129
H 0.1830 2.6864 -6.1065
H -0.7333 2.5064 -4.7109
H -0.2911 0.9823 -5.7586
O 4.8441 3.0567 -0.0406
S 4.0655 2.5875 -1.2000
O 3.9995 3.4499 -2.3628
O 4.6215 1.0940 -1.6344
C 4.4587 0.6412 -2.9708
C 5.7105 -0.1740 -3.2258
C 2.4197 2.0505 -0.6613
H 4.3811 1.4055 -3.7440
H 3.5693 0.0112 -2.9622
H 6.5500 0.5169 -3.1483
H 5.7836 -0.6077 -4.2231
H 5.8322 -0.9839 -2.5065
H 1.7619 2.1192 -1.5277
H 2.0662 2.6780 0.1568
H 2.4007 1.0267 -0.2876
O -2.3115 0.3101 2.0989
S -1.6044 0.9685 3.1989
O -1.0160 2.3105 3.0515
O -2.6361 1.0180 4.4901
C -3.9868 1.1747 4.3065
C -4.4071 2.5400 4.8968
C -0.3584 -0.1905 3.9522
H -4.5158 0.3750 4.8249
H -4.2816 1.1428 3.2576
H -4.2646 3.3260 4.1552
H -3.8302 2.7537 5.7966
H -5.4455 2.4459 5.2145
H -0.9035 -1.1098 4.1666
H 0.1130 0.2481 4.8316
H 0.4189 -0.4061 3.2191
O 6.3732 1.1108 4.4953
S 6.2182 0.9916 3.0603
O 6.9827 0.0200 2.2615
O 4.6228 0.6046 2.9373
C 4.0369 0.3331 1.6192
C 3.4508 -1.0685 1.5544
C 6.1451 2.6658 2.2106
H 4.7724 0.4862 0.8294
H 3.3246 1.1266 1.3935
H 4.2396 -1.8165 1.4736
H 2.8101 -1.1868 0.6805
H 2.9200 -1.2993 2.4780
H 7.1080 3.1348 2.4127
H 5.3383 3.3318 2.5166
H 5.9826 2.5324 1.1411
O 1.0603 3.6670 -0.2058
S -0.3221 3.9746 0.1091
O -0.7504 5.3023 0.6397
O -1.2411 3.6420 -1.2728
C -1.0169 2.4793 -2.0641
C -2.2973 1.6234 -1.9693
C -1.0157 2.5386 1.1488
H -0.1435 1.9159 -1.7357
H -0.7287 2.8444 -3.0498
H -2.5964 1.3011 -0.9719
H -2.1822 0.6467 -2.4395
H -3.2112 2.0064 -2.4235
H -2.0089 2.8829 1.4368
H -0.3735 2.3143 2.0005
H -1.1411 1.5660 0.6729